{
  "formula": "C4H6O2S2",
  "method": "ωB97M-V/def2-TZVPD",
  "species": ["C", "C", "C", "C", "O", "O", "S", "S", "H", "H", "H", "H", "H", "H"],
  "xyz": [[-0.21718, 0.98073, 0.30487], [-2.04137, -0.25917, 0.04746], [1.26084, -0.67229, -0.65850], [0.97861, 0.16659, 0.62433], [-0.36394, 2.11627, 0.00809], [2.21423, 0.85042, 1.08057], [-2.04084, -1.77974, 0.46389], [-3.20938, 0.77854, -0.51599], [0.55516, -1.50537, -0.72189], [1.46112, -0.18346, -1.58035], [2.24715, -1.13708, -0.65418], [0.74193, -0.65700, 1.41283], [2.61909, 1.39793, 0.40698], [-4.20543, -0.09638, -0.21812]],
  "total_energy_ha": -1102.75241,
  "lumo_energy_ev": -0.2,
  "orbital_gap_ev": 7.76,
  "fmax_ev_per_a": 3.94,
  "e_above_lowest_ev": 3.960
}